# 1
This record from the OMol25 dataset describes C30H35N6OPSeTi as an isolated structure in a non-equilibrium geometry. The level of theory is the ωB97M-V functional and the def2-TZVPD basis.

```
75
Properties=species:S:1:pos:R:3:forces:R:3
Ti 0.9034 0.9816 0.1412 -0.1 -1.2 -1.1
O 1.6884 1.8311 2.6786 0.0 -0.1 0.2
N 0.7930 0.8406 2.2517 0.3 0.5 0.6
C 0.2360 0.1781 3.1842 -0.4 -0.5 0.0
C -0.7113 -0.9509 3.1020 0.5 0.6 0.2
C -1.0544 -1.4268 4.3699 -0.2 -0.2 0.1
C -1.8879 -2.5226 4.5249 0.1 0.1 0.0
C -2.3712 -3.1563 3.3944 -0.1 -0.1 -0.1
C -2.0356 -2.6855 2.1304 -0.1 -0.1 0.0
C -1.2173 -1.5760 1.9559 0.0 0.0 -0.2
P -0.8697 -1.0864 0.2140 0.0 -0.1 0.4
C -2.5663 -0.8342 -0.4427 0.0 0.0 -0.1
C -3.6187 -0.5577 0.4367 0.0 0.0 0.0
C -4.8902 -0.2699 -0.0399 0.0 0.0 0.0
C -5.1429 -0.2503 -1.4048 0.0 0.0 0.1
C -4.1083 -0.5059 -2.2909 0.1 0.0 0.0
C -2.8324 -0.7850 -1.8158 -0.1 0.1 0.0
C -0.1893 -2.6787 -0.3968 -0.2 0.0 0.0
C -0.5464 -3.2754 -1.6028 0.0 -0.1 0.0
C -0.0024 -4.5013 -1.9710 0.0 0.0 0.0
C 0.8913 -5.1525 -1.1349 0.0 0.0 0.0
C 1.2351 -4.5755 0.0816 0.0 0.0 -0.1
C 0.7005 -3.3498 0.4468 0.1 0.0 0.0
H 1.9055 1.6785 3.6162 0.0 0.0 -0.1
H 0.5081 0.4521 4.2030 0.0 0.0 0.0
H -0.6554 -0.9357 5.2490 0.0 0.0 0.0
H -2.1443 -2.8818 5.5129 0.0 0.0 0.0
H -3.0114 -4.0244 3.4889 0.0 0.0 0.0
H -2.4252 -3.2016 1.2600 0.0 0.0 0.0
H -3.4649 -0.5683 1.5079 0.0 0.0 0.0
H -5.6893 -0.0681 0.6619 0.0 0.0 0.0
H -6.1380 -0.0381 -1.7746 0.0 0.0 0.0
H -4.2889 -0.4931 -3.3582 0.0 0.0 0.0
H -2.0601 -0.9551 -2.5491 0.1 -0.1 0.0
H -1.2740 -2.8274 -2.2614 0.0 0.1 0.0
H -0.2967 -4.9526 -2.9095 0.0 0.0 0.0
H 1.3032 -6.1124 -1.4189 0.0 0.0 0.0
H 1.9133 -5.0856 0.7540 0.0 0.0 0.0
H 0.9626 -2.9397 1.4170 0.0 0.0 -0.1
C 2.0047 1.8619 -2.7761 -0.2 -0.1 0.2
N 0.8635 1.1498 -2.1354 -0.1 0.3 -0.2
C 0.7574 -0.1534 -2.8349 0.0 0.2 0.2
C -0.3852 1.9386 -2.3431 0.3 0.0 0.0
C -0.4378 3.1384 -1.4177 0.0 -0.1 0.2
N -0.4194 2.7446 0.0321 -0.2 0.3 -0.2
C 0.0249 3.9126 0.8467 -0.1 -0.3 -0.2
C -1.8099 2.4112 0.4540 0.3 0.0 -0.1
H 1.8159 1.9576 -3.8468 0.0 0.0 -0.1
H 2.9131 1.2840 -2.6239 0.0 0.0 0.0
H 2.1441 2.8463 -2.3428 0.0 0.0 0.0
H 0.6729 -0.0004 -3.9134 0.0 0.0 0.0
H -0.1171 -0.6887 -2.4894 0.0 -0.1 0.1
H 1.6414 -0.7477 -2.6176 0.0 0.0 0.0
H -1.2417 1.2852 -2.1767 0.0 -0.1 0.0
H -0.4385 2.2937 -3.3763 0.0 0.0 -0.1
H -1.3414 3.7154 -1.6232 0.0 0.1 0.0
H 0.4131 3.7929 -1.5968 0.0 0.0 0.0
H -0.6143 4.7691 0.6292 0.0 0.1 0.0
H 1.0546 4.1577 0.6082 0.0 0.0 0.0
H -0.0481 3.6602 1.9003 0.0 0.0 0.0
H -2.4162 3.3183 0.4422 -0.1 0.0 0.0
H -1.8031 2.0042 1.4646 0.0 0.0 0.0
H -2.2449 1.6857 -0.2252 -0.1 0.0 0.0
Se 3.6206 -1.8198 -0.0597 0.1 0.3 0.0
N 5.1081 -0.8047 -0.0299 -0.4 -0.1 0.0
C 4.7348 0.4793 0.0327 0.0 0.0 0.0
C 5.5582 1.6173 0.0703 0.0 0.1 0.0
C 4.9576 2.8728 0.1131 0.2 -0.1 0.0
C 3.5831 3.0103 0.1153 -0.3 -0.3 -0.1
N 2.7552 1.9395 0.0743 0.7 0.3 0.3
C 3.3271 0.7196 0.0582 0.1 0.2 -0.1
N 2.4962 -0.3524 0.0333 -0.1 0.3 0.1
H 6.6347 1.5071 0.0641 0.0 0.0 0.0
H 5.5638 3.7678 0.1419 0.0 0.0 0.0
H 3.1248 3.9882 0.1362 0.0 0.0 0.0
```
Forces are in eV/Å.

Values from the calculation:
Net charge = +2
Multiplicity = 3
<S²> = 2.05
HOMO (alpha / beta) = -11.83 / -14.26 eV
Electronic energy = -140402.6738 eV

In the Löwdin picture, each atom carries the following charge in e:
1 Ti 0.932
2 O -0.027
3 N -0.106
4 C -0.036
5 C -0.186
6 C -0.012
7 C -0.023
8 C -0.017
9 C -0.074
10 C -0.319
11 P 1.099
12 C -0.360
13 C -0.101
14 C -0.047
15 C -0.046
16 C -0.049
17 C -0.119
18 C -0.361
19 C -0.080
20 C -0.046
21 C -0.046
22 C -0.077
23 C -0.160
24 H 0.124
25 H 0.143
26 H 0.123
27 H 0.126
28 H 0.127
29 H 0.130
30 H 0.106
31 H 0.119
32 H 0.120
33 H 0.119
34 H 0.077
35 H 0.089
36 H 0.119
37 H 0.120
38 H 0.119
39 H 0.103
40 C -0.047
41 N -0.319
42 C -0.060
43 C -0.160
44 C -0.147
45 N -0.334
46 C -0.042
47 C -0.050
48 H 0.110
49 H 0.101
50 H 0.080
51 H 0.114
52 H 0.032
53 H 0.091
54 H 0.100
55 H 0.146
56 H 0.145
57 H 0.122
58 H 0.112
59 H 0.072
60 H 0.092
61 H 0.113
62 H 0.095
63 H 0.067
64 Se 1.151
65 N -0.213
66 C -0.377
67 C 0.040
68 C -0.034
69 C -0.104
70 N -0.031
71 C -0.483
72 N -0.351
73 H 0.132
74 H 0.121
75 H 0.110

# 2
This record from the OMol25 dataset describes C30H36BBrIN7O2Ru as an isolated structure in a non-equilibrium geometry. The level of theory is the ωB97M-V functional and the def2-TZVPD basis.

```
79
Properties=species:S:1:pos:R:3:forces:R:3
Ru -0.3028 0.3536 -0.0574 2.3 -2.2 -1.6
C 3.5968 2.5714 -2.1879 -0.1 -0.1 0.0
C 2.8429 2.0614 -0.9629 0.2 -0.1 0.2
C 3.4806 2.5656 0.3396 0.0 0.0 -0.1
C 2.7925 0.5618 -0.9329 -0.2 0.1 0.0
C 3.7705 -0.3605 -1.3198 0.0 0.1 0.0
C 3.2845 -1.5942 -0.9407 0.0 0.1 0.0
N 2.0878 -1.4220 -0.3739 0.4 -0.1 -0.1
N 1.7774 -0.1120 -0.3653 -1.1 -0.2 -0.3
B 1.2493 -2.4200 0.4181 0.1 0.0 0.1
N -0.1073 -2.5882 -0.2623 -0.2 -0.4 0.0
C -0.6217 -3.6427 -0.8914 -0.1 0.0 -0.1
C -1.9258 -3.3493 -1.2520 -0.1 0.1 0.0
C -2.1467 -2.0504 -0.8008 -0.1 0.0 0.0
N -1.0418 -1.6237 -0.1722 0.5 1.1 0.1
C -3.3568 -1.1800 -0.9134 0.0 -0.1 0.0
C -4.1954 -1.5417 -2.1340 0.0 0.0 0.0
C -4.1860 -1.2430 0.3738 0.0 0.1 0.0
N 0.9373 -1.7673 1.7689 0.1 0.0 0.0
C 1.0513 -2.2313 3.0176 0.0 0.0 0.0
C 0.5380 -1.2924 3.8883 -0.1 0.0 0.1
C 0.0942 -0.2446 3.0777 0.2 0.0 -0.2
N 0.3680 -0.5492 1.8029 -1.2 1.2 0.2
C -0.6266 1.0238 3.4210 -0.1 -0.1 0.1
C -2.1359 0.7997 3.2738 0.1 0.0 0.0
C -0.2718 1.5225 4.8181 0.1 0.0 -0.1
H 3.5646 3.6608 -2.2232 0.0 0.0 0.0
H 3.1573 2.1827 -3.1073 0.0 0.0 0.0
H 4.6452 2.2685 -2.1532 0.0 0.0 0.0
H 1.8200 2.4197 -1.0054 0.0 0.1 0.0
H 4.5007 2.1903 0.4384 0.0 0.0 0.0
H 2.9102 2.2286 1.2079 0.0 0.0 0.0
H 3.5168 3.6563 0.3460 0.0 0.0 0.0
H 4.7108 -0.1555 -1.8008 0.0 0.0 0.0
H 3.7194 -2.5757 -1.0298 0.0 0.0 0.1
H 1.8184 -3.4638 0.5284 0.0 0.0 0.0
H -0.0404 -4.5361 -1.0482 0.0 0.0 0.1
H -2.6174 -3.9850 -1.7762 0.0 0.0 0.0
H -2.9807 -0.1611 -1.0450 0.0 0.0 -0.2
H -4.6126 -2.5451 -2.0296 0.0 0.0 0.0
H -3.5981 -1.5092 -3.0454 0.0 0.0 0.0
H -5.0272 -0.8452 -2.2399 0.0 0.0 0.0
H -4.5896 -2.2469 0.5122 0.0 0.0 0.0
H -5.0254 -0.5463 0.3229 0.0 0.0 0.0
H -3.5808 -0.9997 1.2488 0.0 0.0 0.0
H 1.4930 -3.1950 3.2093 0.0 0.0 -0.1
H 0.4916 -1.3633 4.9609 0.0 0.0 0.0
H -0.3159 1.7706 2.6846 0.0 0.1 0.0
H -2.4686 0.0067 3.9458 0.0 0.0 0.0
H -2.3780 0.4999 2.2538 0.0 0.0 0.1
H -2.6900 1.7090 3.5127 0.0 0.0 0.0
H -0.5741 0.7983 5.5765 0.0 0.0 0.0
H -0.7839 2.4616 5.0271 0.0 0.0 0.0
H 0.8020 1.6884 4.9103 0.0 0.0 0.1
Br -5.4118 3.0695 -0.5656 0.0 0.0 0.0
C -3.5856 3.2971 -0.1874 0.0 0.0 0.0
C -2.9895 4.5456 -0.2094 0.0 0.0 0.0
C -1.6386 4.6290 0.0851 0.0 0.1 0.0
C -0.9342 3.4764 0.3705 0.1 -0.1 0.0
N -1.5148 2.2737 0.3863 -0.5 -0.5 0.2
C -2.8228 2.1864 0.1199 0.0 0.2 0.2
H -3.5708 5.4295 -0.4336 0.0 0.0 0.0
H -1.1329 5.5840 0.0855 0.0 0.0 0.0
H 0.1238 3.5109 0.5984 0.0 0.0 0.0
H -3.2889 1.2147 0.1783 0.0 0.0 0.1
I 1.2394 1.5635 -8.8131 -0.1 0.0 0.1
C 0.7691 1.3451 -6.7902 0.0 0.0 -0.2
C 0.9958 2.4030 -5.9196 0.0 0.0 0.0
C 0.7177 2.2438 -4.5725 0.0 0.1 0.0
C 0.2151 1.0351 -4.1037 0.1 0.0 0.0
C -0.0168 -0.0147 -4.9865 0.0 0.0 0.0
C 0.2538 0.1376 -6.3358 0.0 0.0 0.1
C -0.0604 0.8512 -2.6636 0.0 0.1 -0.4
O 0.0425 1.8063 -1.8483 -0.2 0.3 0.9
O -0.4107 -0.2688 -2.2135 -0.3 -0.1 0.4
H 1.3845 3.3398 -6.2937 0.0 0.0 0.0
H 0.8953 3.0544 -3.8779 0.0 0.0 0.0
H -0.4052 -0.9490 -4.6028 0.0 0.0 0.0
H 0.0680 -0.6731 -7.0260 0.0 0.0 0.0
```
Forces are in eV/Å.

Values from the calculation:
Net charge = +1
Multiplicity = 2
<S²> = 0.76
HOMO (alpha / beta) = -10.93 / -10.93 eV
Electronic energy = -127618.3784 eV

In the Löwdin picture, each atom carries the following charge in e:
1 Ru 1.473
2 C -0.049
3 C -0.376
4 C -0.050
5 C -0.236
6 C 0.023
7 C -0.027
8 N -0.009
9 N 0.017
10 B -0.513
11 N -0.001
12 C -0.017
13 C 0.028
14 C -0.256
15 N -0.015
16 C -0.380
17 C -0.046
18 C -0.047
19 N -0.009
20 C -0.028
21 C 0.017
22 C -0.251
23 N -0.013
24 C -0.378
25 C -0.056
26 C -0.058
27 H 0.088
28 H 0.073
29 H 0.084
30 H 0.087
31 H 0.088
32 H 0.073
33 H 0.082
34 H 0.115
35 H 0.134
36 H 0.131
37 H 0.137
38 H 0.116
39 H 0.092
40 H 0.087
41 H 0.088
42 H 0.086
43 H 0.095
44 H 0.082
45 H 0.061
46 H 0.135
47 H 0.113
48 H 0.103
49 H 0.097
50 H 0.025
51 H 0.090
52 H 0.084
53 H 0.084
54 H 0.088
55 Br 0.813
56 C -0.654
57 C -0.070
58 C -0.019
59 C -0.126
60 N -0.043
61 C -0.184
62 H 0.119
63 H 0.122
64 H 0.116
65 H 0.066
66 I 0.903
67 C -0.723
68 C -0.135
69 C -0.021
70 C -0.137
71 C -0.004
72 C -0.132
73 C -0.573
74 O -0.075
75 O -0.040
76 H 0.098
77 H 0.119
78 H 0.121
79 H 0.098

# 3
This record from the OMol25 dataset describes C30H36ClF2N7PS2W as an isolated structure. The level of theory is the ωB97M-V functional and the def2-TZVPD basis.

```
80
Properties=species:S:1:pos:R:3:forces:R:3
W 1.9293 -1.6292 1.1977 -0.4 -0.4 -0.4
F 4.0205 -3.0025 -3.7436 0.0 0.0 -0.1
C 3.9463 -2.0950 -2.7448 0.0 0.0 0.0
C 3.1911 -2.3721 -1.6313 0.0 0.0 0.0
C 3.0994 -1.4284 -0.6042 -0.1 0.0 0.1
C 3.8042 -0.2079 -0.7376 0.0 0.0 0.0
C 4.5589 0.0049 -1.8892 0.0 -0.1 0.0
F 5.2436 1.1656 -2.0682 0.0 0.0 0.0
C 4.6470 -0.9111 -2.9108 0.0 0.0 0.0
C 3.5963 0.7819 0.3229 0.0 0.0 0.0
C 4.1386 2.0704 0.3777 0.0 0.0 0.0
C 3.7583 2.9305 1.3876 0.1 0.0 0.0
C 2.8470 2.5089 2.3475 0.0 0.0 0.1
C 2.3696 1.2203 2.2627 0.1 0.0 0.0
N 2.7354 0.3806 1.2855 0.0 0.1 0.1
H 2.6685 -3.3192 -1.5709 0.0 0.0 0.0
H 5.2362 -0.7136 -3.7941 0.0 0.0 0.0
H 4.8383 2.3882 -0.3761 0.0 0.0 0.0
H 4.1725 3.9306 1.4218 0.0 0.0 0.0
H 2.5184 3.1514 3.1525 0.0 0.0 0.0
H 1.6661 0.8174 2.9814 0.0 0.0 0.0
S 0.9078 -1.8517 3.5405 0.0 0.0 0.0
C -0.3538 -2.9653 3.0820 0.1 0.0 0.0
C -1.5703 -2.8992 3.8382 -0.1 0.0 0.0
N -2.5537 -2.8006 4.4312 0.0 0.0 0.0
C -0.2379 -3.8615 2.0662 -0.1 0.0 0.0
S 1.1612 -3.9852 1.0241 0.1 0.2 0.0
C -1.3235 -4.7505 1.7731 0.0 -0.1 0.0
N -2.1845 -5.4597 1.4827 0.0 0.0 0.0
Cl 4.0247 -2.2461 2.2619 0.2 0.0 0.1
N 0.2994 -0.9217 0.4756 0.1 0.0 0.2
P -0.8115 -0.0472 -0.1597 0.1 -0.2 0.0
N -0.4370 1.0813 -1.3395 0.0 0.0 -0.1
C 0.4904 2.1369 -0.8899 0.1 0.0 0.0
C 0.9771 2.9641 -2.0685 0.0 0.0 0.0
C 1.7939 2.1093 -3.0507 0.0 0.0 0.0
C 1.2944 0.6577 -3.0531 0.0 0.0 0.0
C -0.1870 0.6064 -2.7146 0.0 0.0 0.0
N -1.9199 -1.0260 -0.9093 0.0 0.1 -0.1
C -2.0280 -2.4293 -0.4687 0.1 0.0 0.1
C -3.0722 -3.1454 -1.3026 0.0 0.0 0.0
C -4.4632 -2.5413 -1.0672 0.0 0.0 0.0
C -4.3723 -1.0245 -0.8213 0.0 0.0 0.0
C -3.1323 -0.4457 -1.4899 0.0 0.1 0.0
N -1.5068 0.9122 1.0055 0.0 0.1 0.1
C -2.3586 2.0637 0.7510 0.0 0.0 0.0
C -2.0083 3.1922 1.7375 0.0 0.0 0.0
C -1.4484 2.6095 3.0417 0.0 0.0 0.0
C -2.1616 1.3002 3.3547 0.0 0.0 0.0
C -1.8145 0.2560 2.2880 0.0 0.0 0.0
H 1.3563 1.6984 -0.3811 0.0 0.0 0.0
H -0.0119 2.7726 -0.1601 0.0 0.0 0.0
H 1.5731 3.7967 -1.6889 0.0 0.0 0.0
H 0.1120 3.4041 -2.5736 0.0 0.0 0.0
H 2.8543 2.1371 -2.7871 0.0 0.0 0.0
H 1.7116 2.5363 -4.0541 0.0 0.0 0.0
H 1.8282 0.0661 -2.3087 0.0 0.0 0.0
H 1.4777 0.1816 -4.0187 0.0 0.0 0.0
H -0.5660 -0.4092 -2.8033 0.0 0.0 0.0
H -0.7560 1.2284 -3.4176 0.0 0.0 0.0
H -2.3094 -2.4875 0.5902 0.0 0.0 0.0
H -1.0501 -2.8970 -0.5638 0.0 0.0 0.0
H -3.0616 -4.2046 -1.0454 0.0 0.0 0.0
H -2.7922 -3.0673 -2.3578 0.0 0.0 0.0
H -4.9288 -3.0246 -0.2058 0.0 0.0 0.0
H -5.1069 -2.7458 -1.9267 0.0 0.0 0.0
H -4.3030 -0.8187 0.2515 0.0 0.0 0.0
H -5.2679 -0.5132 -1.1830 0.0 0.0 0.0
H -3.0974 0.6397 -1.3759 0.0 -0.1 0.0
H -3.1691 -0.6398 -2.5708 0.0 0.0 0.0
H -3.4127 1.7744 0.8731 0.0 0.0 0.0
H -2.2390 2.3892 -0.2811 0.0 0.0 0.0
H -2.9112 3.7751 1.9437 0.0 0.0 0.0
H -1.2853 3.8789 1.2901 0.0 0.0 0.0
H -1.5561 3.3264 3.8584 0.0 0.0 0.0
H -0.3779 2.4155 2.9273 0.0 0.0 0.0
H -3.2409 1.4824 3.3841 0.0 0.0 0.0
H -1.8842 0.9039 4.3322 0.0 0.0 0.0
H -2.6434 -0.4560 2.1725 0.0 0.0 0.0
H -0.9315 -0.3032 2.5950 -0.1 0.0 0.0
```
Forces are in eV/Å.

Values from the calculation:
Net charge = -1
Multiplicity = 3
<S²> = 2.02
HOMO (alpha / beta) = -3.35 / -4.77 eV
Electronic energy = -92873.6604 eV

In the Löwdin picture, each atom carries the following charge in e:
1 W 0.899
2 F 0.051
3 C -0.279
4 C -0.052
5 C -0.284
6 C -0.165
7 C -0.233
8 F 0.039
9 C 0.048
10 C -0.218
11 C -0.002
12 C -0.062
13 C -0.060
14 C -0.134
15 N -0.102
16 H 0.093
17 H 0.126
18 H 0.104
19 H 0.105
20 H 0.103
21 H 0.076
22 S 0.516
23 C -0.758
24 C -0.301
25 N 0.149
26 C -0.755
27 S 0.535
28 C -0.304
29 N 0.157
30 Cl -0.138
31 N -0.331
32 P 0.597
33 N -0.190
34 C -0.197
35 C -0.171
36 C -0.176
37 C -0.167
38 C -0.195
39 N -0.204
40 C -0.214
41 C -0.180
42 C -0.188
43 C -0.179
44 C -0.215
45 N -0.198
46 C -0.224
47 C -0.177
48 C -0.194
49 C -0.170
50 C -0.208
51 H 0.095
52 H 0.093
53 H 0.108
54 H 0.109
55 H 0.093
56 H 0.104
57 H 0.085
58 H 0.116
59 H 0.106
60 H 0.116
61 H 0.105
62 H 0.083
63 H 0.102
64 H 0.111
65 H 0.108
66 H 0.101
67 H 0.103
68 H 0.106
69 H 0.093
70 H 0.116
71 H 0.116
72 H 0.098
73 H 0.105
74 H 0.093
75 H 0.105
76 H 0.094
77 H 0.110
78 H 0.112
79 H 0.109
80 H 0.030